# 1
The following is a DFT calculation (wB97M-V/def2-TZVPD) of a cluster of 13 separate species, C39H69Cl24FIN3O5S in total.

```
! RIJCOSX wB97M-V def2-TZVPD def2/J DEFGRID3
* xyz 0 1
H -3.14 -3.40 3.44
C -1.76 0.55 -1.07
F -0.27 -1.84 -0.10
O -0.91 -0.52 1.82
Cl -7.62 2.03 -7.80
Cl 8.18 3.02 6.20
H -5.50 -2.83 2.44
C -2.09 2.37 1.54
H 1.45 1.42 -9.33
H 2.51 3.74 0.52
H 9.66 1.22 3.34
H -4.19 2.54 1.18
C -3.34 2.06 0.65
C -3.71 0.54 0.57
I -4.18 -0.11 2.57
H -1.30 -6.37 -7.10
C 2.97 -2.47 0.17
C -7.48 -1.87 2.23
N -4.45 0.28 -3.18
Cl 0.41 -3.71 -12.85
H 3.27 2.70 -7.22
Cl -4.15 -4.43 5.95
H -0.09 -2.40 -10.31
H 8.88 0.86 5.62
C -0.47 -6.05 -6.48
H 2.34 3.61 -8.42
Cl 0.49 4.34 2.51
N -7.38 -1.06 1.07
Cl 6.78 5.92 12.40
H -3.29 2.56 -0.34
C -6.58 -3.08 2.52
H -1.79 -5.33 -4.96
H 5.38 7.28 0.28
H -1.16 1.92 1.16
H 6.12 3.66 10.72
H 7.50 1.38 4.65
H -4.66 0.48 0.00
H -7.68 -1.35 -2.28
Cl -8.55 0.08 -5.15
C -3.02 -4.49 3.46
O -3.55 -3.86 -3.37
Cl 1.30 -0.79 -11.34
H 5.85 5.91 1.29
H 3.47 -2.04 -0.69
H -8.07 -0.32 1.19
Cl 8.69 3.30 2.85
H -6.72 -3.40 3.58
H -6.10 2.66 -6.13
C 2.60 3.04 1.34
H 5.24 6.60 10.75
H 4.52 6.43 6.16
Cl 5.53 3.68 -0.54
Cl 7.09 5.08 9.11
Cl 2.66 -0.04 -7.92
H 6.56 5.69 -1.14
Cl 3.52 6.02 0.95
H -6.75 -3.95 1.85
C -2.40 -2.26 -2.02
C -4.60 -2.14 -0.76
Cl 3.56 3.72 6.54
C -2.68 -0.35 -0.23
C 3.27 -2.85 5.38
H 2.80 4.46 2.94
H 3.20 1.60 -9.50
H 2.45 -3.42 -11.71
Cl 0.61 -2.42 5.84
H -7.77 2.84 -5.58
H -2.19 -3.11 -1.34
C -6.96 0.84 -5.42
C 2.38 2.68 -7.84
H -1.94 3.47 1.46
C 2.13 3.65 2.65
C -7.76 -1.78 -0.18
C 5.55 5.44 -0.80
H -8.85 -1.63 -0.32
H 4.85 5.67 -1.60
H 6.16 6.16 5.57
C -6.94 -1.31 -1.44
H -6.50 0.96 -4.44
H -5.03 -1.80 0.20
H 1.53 -2.35 -9.60
H 10.34 2.50 4.34
Cl 0.81 -5.47 -7.58
O -2.14 -2.51 1.31
Cl 0.34 -4.57 -4.32
H 2.09 -4.34 0.79
H -7.62 -2.87 -0.05
Cl 1.68 1.58 0.91
H 3.04 -3.92 5.33
C -5.79 -2.31 -1.78
C 8.46 1.69 5.05
H -2.28 2.17 2.61
H -2.84 -6.09 4.90
H -0.09 -6.93 -5.95
Cl -4.44 -5.21 2.65
H 2.12 2.91 3.45
H -1.91 -4.64 5.28
C 9.41 2.09 3.94
H 5.75 3.67 5.64
H 1.72 -3.86 -0.86
H -6.35 0.15 -6.00
C -2.93 -2.86 -3.34
H -6.60 -0.27 -1.28
H -4.19 -3.16 -0.59
C 2.50 -3.88 -0.10
C 2.39 1.50 -8.78
C -3.42 -1.27 -1.31
H 2.11 -1.84 0.42
S -1.51 -1.33 0.82
H 1.32 -4.45 -10.82
H 4.59 5.35 11.81
C 5.46 5.65 11.24
H -2.26 -1.36 -4.32
C -3.86 -0.31 -2.43
H 5.69 4.44 7.22
H 3.65 2.75 1.43
H -1.20 -4.07 -6.04
Cl 0.95 2.68 -6.77
Cl 3.80 -2.49 7.04
C -0.92 -4.98 -5.52
C 5.20 4.38 6.25
C 5.22 6.21 0.46
H 4.13 -2.66 4.73
Cl 3.80 -4.92 -0.72
C 2.10 -2.00 4.95
H -6.21 -3.33 -1.60
C 0.98 -2.35 -10.54
H -1.43 -1.77 -2.23
O -8.31 -1.57 3.05
H -2.15 -4.74 2.86
Cl 4.09 -2.39 1.56
C 5.16 5.74 5.61
N -1.10 1.28 -1.63
Cl 4.56 5.67 3.93
O -2.70 -2.21 -4.52
H 2.30 -0.94 5.10
C -2.85 -5.00 4.87
C -7.07 2.18 -6.11
C 5.80 4.57 10.23
H 1.89 -2.16 3.89
H -5.48 -2.29 -2.84
C 1.41 -3.52 -11.39
H 4.93 4.35 9.63
*
```

- Gap between HOMO and LUMO: 8.970 eV
- M: 1688.8 g/mol
- E_tot: -378462.917 eV

# 2
The following is a DFT calculation (wB97M-V/def2-TZVPD) of a cluster of 9 separate species, C39H70Br16F9N3O7S2 in total.

```
! RIJCOSX wB97M-V def2-TZVPD def2/J DEFGRID3
* xyz 0 1
H -1.76 -0.42 5.97
C 1.18 -3.86 -0.20
Br 8.28 -2.94 -4.60
Br -0.11 11.31 0.26
O -7.71 -3.94 -2.27
H 0.44 -1.85 9.97
S 1.48 -0.12 -0.82
H 1.99 12.07 2.44
N 1.71 -1.10 -3.71
C 3.67 -4.41 0.71
F -3.31 1.24 1.00
Br -4.45 -1.29 3.38
C 2.59 -3.30 0.31
F 0.33 1.38 -2.85
H 0.25 4.94 2.20
Br -0.33 0.14 8.73
H 6.28 -1.94 -5.71
H -2.16 10.92 1.63
H 3.27 -5.48 0.75
C 2.02 -1.49 8.55
C -2.18 -0.87 5.07
H -8.87 -6.59 -7.07
C 7.02 -1.52 -5.03
H 1.18 4.31 4.56
Br -10.19 -6.79 -4.44
H -1.78 -0.34 4.20
N 0.53 -4.83 0.72
C -0.10 5.32 3.16
H -10.03 -3.50 -0.39
Br 2.43 5.06 -1.44
H -8.09 -5.44 -4.31
C -2.28 -2.83 0.77
H -7.55 -5.42 -6.86
H 1.49 -4.41 -5.20
C -0.32 -2.46 -3.78
Br 2.26 -1.43 6.62
H 2.47 -2.52 1.14
H 1.04 -0.59 -4.28
C -9.38 -2.76 -0.96
C 1.10 7.60 -1.37
C 0.03 -2.95 -5.26
O 2.54 -5.57 -1.97
C 2.02 12.83 3.22
H -4.20 -4.36 -1.27
H -4.08 -1.62 5.82
H 6.82 -3.67 -1.79
O 0.20 -5.26 -2.45
H 4.11 -4.08 1.72
H -1.47 -4.28 -0.79
H 2.54 13.71 2.85
C 0.49 -1.58 -1.48
H -0.87 -1.46 -3.89
C 0.12 -2.65 -0.36
S 1.41 -4.55 -1.93
H 0.18 -4.75 -6.23
H 3.59 11.78 4.26
O 1.46 -0.06 0.70
H -1.66 -2.82 1.72
Br 3.08 13.69 5.74
O 2.95 -0.24 -1.15
C -8.80 -5.61 -5.12
Br -0.78 7.12 2.83
H 2.44 -1.56 -4.26
C -4.54 -3.66 -0.44
H 0.14 -4.25 1.48
C 2.44 6.98 -1.09
O 1.94 -3.25 -2.82
H -0.98 9.60 1.81
H 5.88 -0.01 -4.00
C -2.22 9.38 0.08
Br -6.91 -7.61 -5.92
F 0.61 2.74 0.64
C 0.01 2.42 -0.61
H 4.72 -3.85 -1.26
H 6.23 -3.38 1.30
H 3.25 7.41 -1.68
C 8.76 -4.04 -0.78
H 7.27 -2.30 -0.69
F -1.28 0.49 1.59
C -3.68 -0.88 5.12
H -0.52 -1.09 -1.75
H 0.80 -2.32 -5.80
C 1.01 -2.15 -2.88
C -1.50 10.23 1.09
C 4.94 -4.45 -0.30
H 5.05 -5.54 -0.67
H -4.15 -3.68 1.78
H -1.56 8.90 -0.64
H -1.03 -3.19 -3.28
C -6.03 -4.16 -0.02
C 2.64 12.27 4.48
H -2.83 8.62 0.57
H -0.93 -2.88 -5.89
H 3.04 -2.73 -0.58
H 6.86 -5.04 0.69
C 6.33 -4.06 0.40
C 0.97 5.33 4.22
C 0.56 -1.58 8.92
H -0.96 4.74 3.48
H -2.73 -1.80 0.56
H 0.09 -2.17 0.69
H 0.71 5.94 5.09
H 1.05 8.61 -0.96
H -9.31 -4.67 -5.35
O -6.93 -3.04 -0.24
Br -3.49 10.45 -0.96
H -3.10 -4.90 0.75
F -0.04 3.69 -1.27
C -8.15 -6.18 -6.36
C -3.54 -3.85 0.82
H -1.94 -2.63 -1.41
H 0.26 7.01 -1.00
F -1.95 0.93 -1.24
F -2.34 3.09 -0.75
H -4.56 -2.58 -0.83
H 7.13 -0.77 -2.98
H -6.05 -4.40 1.10
C 7.28 -3.43 -0.76
H -4.07 0.10 5.38
Br 0.82 7.82 -3.29
H 1.21 -5.45 1.18
Br 5.04 -2.12 -3.05
F -1.92 2.71 1.95
Br 2.66 5.99 3.53
Br -1.45 -2.68 5.01
H 2.69 7.07 -0.03
Br 0.16 13.34 3.51
C -1.40 -3.17 -0.56
H 8.81 -4.86 -1.57
H 2.55 -2.38 8.88
H 9.05 -4.45 0.24
H -9.86 -2.60 -1.98
H 2.51 -0.61 8.96
F 2.09 2.26 -1.78
H 1.99 11.57 5.01
C -7.91 -3.32 -1.21
H 0.00 -2.29 8.30
C 0.91 1.50 -1.55
H -9.34 -1.74 -0.46
C -1.94 1.60 1.08
N 0.48 -4.37 -5.32
H 9.52 -3.25 -1.12
C 6.40 -0.94 -3.78
H -6.33 -5.12 -0.55
H 7.61 -0.76 -5.55
C -1.51 1.98 -0.42
*
```

- Gap between HOMO and LUMO: 9.055 eV
- M: 2206.6 g/mol
- E_tot: -1227181.762 eV
- SMILES: CCCCCC[C@@]1(N)[C@H](CCCCCOC(C)=O)[C@@H](S(=O)(=O)C(F)(F)C(F)(F)C(F)(F)C(F)(F)F)[C@](N)(CCN)OS1(=O)=O.BrCCBr.BrCCBr.BrCCBr.BrCCBr.BrCCBr.BrCCBr.BrCCBr.BrCCBr

# 3
The following is a DFT calculation (wB97M-V/def2-TZVPD) of a cluster of 4 separate species, C39H70FN3O5 in total.

```
! RIJCOSX wB97M-V def2-TZVPD def2/J DEFGRID3
* xyz 0 1
C -1.68 -1.30 -1.05
C 12.20 2.53 -1.54
C -5.75 2.81 -0.12
H -6.12 2.86 -1.13
H -6.23 -5.31 -1.72
O -2.73 -2.92 1.15
H -3.39 -0.78 -2.25
C -3.07 -1.61 -1.63
C -5.50 -2.57 4.66
H 3.15 -2.19 -2.72
C 11.28 4.73 -0.77
C -0.70 -0.93 -2.17
H 10.34 5.28 -0.74
H 5.16 -1.85 -1.89
H 6.73 -1.54 -0.25
H 1.41 0.27 -3.03
H -2.53 -0.95 4.17
H -4.22 -6.10 0.06
H 8.54 -2.24 4.11
C 5.46 -1.01 -2.51
C 2.96 -1.20 -3.14
O -5.26 -0.82 6.78
H -7.14 -5.42 -0.25
H -1.03 -1.41 -3.09
H 9.67 -4.32 2.98
H -5.84 0.49 -1.23
H -3.68 -1.41 2.91
H -5.34 -3.14 3.75
H -8.85 8.27 -3.71
H 7.39 0.92 0.56
H -1.31 -2.21 -0.61
C -8.49 8.16 -0.32
H -4.07 0.68 -1.17
N -4.38 -1.67 4.86
H -0.65 0.14 -2.34
H 9.08 3.81 -1.72
H 9.26 0.27 1.87
H -2.92 -2.44 -2.33
H 6.13 -1.41 -3.26
C -4.96 0.47 -0.59
H -5.59 -3.24 5.51
H 9.92 -1.95 3.04
C 1.83 -0.49 -2.38
H -3.48 -0.22 6.00
F -4.85 -6.97 2.18
H 2.59 -1.35 -4.16
H -5.97 -1.23 0.19
H 11.99 1.59 -1.03
H -9.13 9.04 -0.21
O -7.01 6.07 -1.28
H -4.62 -3.71 -2.00
H -6.68 -6.60 1.50
C -5.69 -3.85 -0.22
C 0.73 -1.44 -1.89
H -5.20 -7.16 -0.91
H -4.18 0.80 2.12
C 4.25 -0.37 -3.23
H 8.79 -3.82 1.55
H -6.61 -3.34 0.10
C 6.27 -0.03 -1.67
C 8.05 0.17 0.13
H -5.98 -8.12 0.97
C 8.81 -3.74 2.63
H 0.89 -2.42 -2.35
H 6.80 0.69 -2.31
N -8.36 7.83 -1.73
H 8.77 0.71 -0.48
H -6.36 4.83 0.31
C -4.38 -0.86 5.94
C -9.05 8.65 -2.71
C -4.83 2.78 2.51
C 9.87 3.06 -1.87
O 9.66 1.99 -2.41
C -5.77 -7.07 1.15
H -7.57 6.61 -3.16
C 8.83 -0.52 1.25
H 7.91 -4.21 3.03
C -5.13 -3.00 -1.35
H -10.13 8.62 -2.54
H -8.70 9.68 -2.65
H -2.84 -2.66 3.84
C -5.13 1.65 0.37
H -6.42 -2.00 4.58
H 9.67 -1.09 0.86
C -7.61 6.78 -2.07
H 5.63 0.56 -1.00
C 8.88 -2.28 3.08
C -5.24 -6.40 -0.12
C -6.14 -5.26 -0.64
N 11.07 3.44 -1.40
O -4.69 -3.85 0.77
C -4.68 1.65 1.69
H 7.40 -0.74 2.83
H -8.92 7.32 0.23
H 7.98 -1.29 -1.44
H 0.84 -1.57 -0.82
C -4.16 -2.02 -0.64
H 11.63 4.59 0.26
H 4.52 -0.30 -4.28
H 4.09 0.65 -2.87
H 13.09 2.99 -1.11
H 12.37 2.31 -2.59
H -1.74 -0.50 -0.31
H 12.02 5.31 -1.32
H 7.30 -2.04 1.66
H -5.52 4.80 2.65
H -5.87 -2.47 -1.95
H -7.51 8.38 0.11
H 2.30 0.03 -1.54
C -3.30 -1.67 3.89
C -4.93 -0.89 0.10
C -3.71 -2.95 0.49
C 7.28 -0.76 -0.79
H -4.44 2.75 3.52
C -5.90 3.94 0.70
C -5.43 3.93 2.01
C 7.99 -1.39 2.19
H -4.56 -0.84 1.12
*
```

- Gap between HOMO and LUMO: 9.426 eV
- M: 680.0 g/mol
- E_tot: -59003.858 eV
- SMILES: CCCCCCCCCCCCCCC[C@@]1(CCc2ccccc2)C[C@@H](CCCF)OC1=O.CN(C)C=O.CN(C)C=O.CN(C)C=O